Entry 1:
{"formula": "C4H5N3", "method": "ωB97M-V/def2-TZVPD", "charge": 0, "e_above_lowest_kcal_mol": 115.59, "homo_lumo_gap_ev": 8.556, "molar_mass_g_mol": 95.10, "e_tot_ev": -8694.7999, "symbols": ["N", "N", "N", "C", "C", "C", "C", "H", "H", "H", "H", "H"], "positions_angstrom": [[2.510, -0.298, -0.275], [1.361, -1.183, -0.177], [0.305, 1.030, 0.035], [-1.384, -0.965, 0.210], [-1.951, 0.242, 0.193], [0.451, -0.336, 0.001], [-0.956, 1.293, 0.109], [-2.997, 0.540, 0.229], [-1.268, 2.325, 0.108], [2.914, -0.343, -1.197], [3.151, -0.501, 0.475], [-2.134, -1.804, 0.289]], "mulliken_charge": [-0.378, -0.353, -0.434, -0.598, -0.131, 0.531, -0.116, 0.351, 0.418, 0.203, 0.212, 0.294]}


Entry 2:
{"formula": "C2H11N2O", "method": "ωB97M-V/def2-TZVPD", "charge": 0, "e_above_lowest_kcal_mol": 17.44, "homo_lumo_gap_ev": [9.883, 6.480], "spin_multiplicity": 2, "molar_mass_g_mol": 79.12, "s2": 0.76, "e_tot_ev": -7276.2593, "symbols": ["O", "N", "N", "C", "C", "H", "H", "H", "H", "H", "H", "H", "H", "H", "H", "H"], "positions_angstrom": [[6.359, 2.115, -0.615], [4.625, 4.625, -0.216], [4.560, 1.647, 0.974], [3.495, 2.595, 0.624], [3.935, 4.042, 0.933], [-31.506, -21.098, -2.966], [4.876, 5.579, 0.001], [3.056, 4.664, 1.109], [7.120, 1.570, -0.842], [5.383, 4.033, -0.570], [-32.007, -21.074, -2.402], [5.477, 1.707, 0.306], [3.247, 2.508, -0.443], [4.205, 0.702, 1.088], [4.586, 4.014, 1.826], [2.590, 2.372, 1.195]], "lowdin_spin": [0.313, 0.012, 0.550, 0.054, 0.008, 0.000, 0.000, 0.003, 0.003, 0.000, 0.000, 0.010, 0.025, 0.012, 0.000, 0.010]}


Entry 3:
{"formula": "C37H89BrFN28O16S", "method": "ωB97M-V/def2-TZVPD", "charge": 1, "homo_lumo_gap_ev": 6.681, "molar_mass_g_mol": 1313.27, "e_tot_ev": -197887.9997, "symbols": ["Br", "S", "F", "O", "O", "O", "O", "O", "O", "O", "O", "O", "O", "O", "O", "O", "O", "O", "O", "N", "N", "N", "N", "N", "N", "N", "N", "N", "N", "N", "N", "N", "N", "N", "N", "N", "N", "N", "N", "N", "N", "N", "N", "N", "N", "N", "N", "C", "C", "C", "C", "C", "C", "C", "C", "C", "C", "C", "C", "C", "C", "C", "C", "C", "C", "C", "C", "C", "C", "C", "C", "C", "C", "C", "C", "C", "C", "C", "C", "C", "C", "C", "C", "C", "H", "H", "H", "H", "H", "H", "H", "H", "H", "H", "H", "H", "H", "H", "H", "H", "H", "H", "H", "H", "H", "H", "H", "H", "H", "H", "H", "H", "H", "H", "H", "H", "H", "H", "H", "H", "H", "H", "H", "H", "H", "H", "H", "H", "H", "H", "H", "H", "H", "H", "H", "H", "H", "H", "H", "H", "H", "H", "H", "H", "H", "H", "H", "H", "H", "H", "H", "H", "H", "H", "H", "H", "H", "H", "H", "H", "H", "H", "H", "H", "H", "H", "H", "H", "H", "H", "H", "H", "H"], "positions_angstrom": [[5.784, -1.692, 1.665], [4.268, 0.636, -3.118], [4.340, -0.895, -3.705], [1.747, 0.474, 3.504], [-3.483, -5.936, -4.301], [1.310, 8.133, -7.850], [4.086, 6.786, -4.398], [3.345, 1.397, -3.998], [4.262, 5.803, 4.033], [6.137, 0.815, -0.424], [-3.037, 1.590, -0.541], [3.604, 10.985, 7.074], [-5.799, -6.381, -7.311], [5.620, 1.220, -3.329], [-6.840, -5.292, 4.269], [2.363, -5.649, 4.232], [4.110, 5.718, 0.330], [-3.389, -10.779, 3.156], [-9.358, -7.507, 1.096], [-3.671, -8.806, 4.232], [5.880, 7.119, 0.092], [4.335, 6.904, -1.585], [-5.174, -8.296, -8.351], [2.854, 0.707, 1.456], [-3.059, -5.939, -2.075], [-8.004, -3.501, 3.498], [3.400, -3.908, 5.251], [1.696, 10.454, 8.177], [-8.351, -5.583, 2.607], [-9.819, -9.396, -0.066], [3.588, 9.194, 8.461], [4.026, 7.823, 5.035], [3.925, -6.067, 5.816], [-4.043, -8.960, 1.974], [-3.908, -4.072, -3.087], [-3.036, -4.686, 1.019], [-11.258, -8.654, 1.553], [3.613, 7.588, 2.792], [3.058, 7.030, -6.404], [0.343, 4.096, -1.973], [1.061, 10.162, -6.871], [-1.100, -5.408, 2.127], [5.009, 0.062, -0.657], [0.655, 9.897, -9.110], [-3.187, -4.928, 3.427], [3.505, 4.940, -5.587], [-4.180, -7.664, -6.382], [-2.322, 3.630, 2.670], [1.027, 9.320, -7.939], [1.484, -1.735, -4.273], [3.003, 10.260, 7.852], [3.033, -0.573, 0.762], [-5.096, -7.380, -7.343], [1.009, -2.206, 1.452], [-2.484, -5.000, 2.144], [2.329, 2.943, -0.871], [-2.919, 2.635, 1.734], [-10.097, -8.458, 0.875], [2.095, -1.384, -1.701], [1.561, 3.286, -2.231], [1.234, -0.864, -2.957], [-1.352, 3.430, -0.191], [2.568, -1.930, 1.390], [-2.448, 2.538, 0.327], [3.985, 6.993, 3.958], [0.223, 1.169, 1.808], [3.754, 2.304, -1.097], [0.576, -3.706, 1.178], [3.581, 6.288, -5.401], [-3.681, -9.595, 3.124], [-0.311, -1.107, -2.579], [-0.225, -4.221, 2.439], [-0.840, 3.268, -1.682], [4.546, -0.968, 0.330], [2.580, -0.181, -0.768], [1.679, 0.775, 2.311], [-1.253, 4.566, 2.179], [-0.801, 4.436, 0.757], [4.736, 6.532, -0.347], [-7.679, -4.825, 3.506], [-3.483, -5.356, -3.223], [3.799, 0.733, -1.320], [4.011, 1.163, 2.269], [3.176, -5.236, 5.046], [2.529, 3.973, -0.407], [6.921, 0.229, -0.470], [1.606, 0.334, -0.564], [-4.288, -7.988, 1.925], [-10.409, -10.182, -0.263], [4.061, -3.549, 5.914], [-3.909, -7.830, 4.225], [-11.878, -9.425, 1.388], [-7.526, -2.908, 4.153], [-0.924, -6.060, 2.899], [-3.712, 1.939, 2.099], [-11.497, -7.979, 2.258], [-8.139, -6.565, 2.581], [4.554, 9.018, 8.247], [-2.683, 3.656, 3.732], [3.112, 8.585, 9.102], [-0.816, 5.306, 2.889], [1.864, -1.053, -5.081], [3.802, 8.802, 4.998], [4.828, 7.563, -2.159], [0.013, 5.120, 0.418], [0.535, -2.220, -4.642], [0.144, 1.208, 0.692], [2.233, 3.936, -2.873], [4.318, 0.377, 3.024], [-9.039, -5.222, 1.975], [3.494, 6.487, -1.940], [-4.012, -4.410, 1.195], [-3.757, 2.084, -0.981], [-3.916, -3.577, -2.215], [3.651, 2.034, 2.897], [3.096, 8.026, -6.302], [4.195, 2.844, -1.990], [-4.608, -9.123, -8.400], [-4.062, -9.510, 1.134], [1.678, 2.414, -0.128], [2.957, -2.049, -2.031], [4.390, 2.645, -0.223], [-0.899, -0.793, -3.487], [1.318, 0.242, -3.117], [-8.967, -9.283, -0.588], [1.392, -2.085, -1.165], [6.406, 7.784, -0.443], [3.098, 4.511, -6.397], [-3.052, -5.476, -1.181], [-1.683, 3.396, -2.429], [-4.091, -7.006, -5.614], [-3.410, -9.238, 5.100], [-0.940, -3.384, 2.731], [3.046, -2.851, 0.929], [4.295, 7.419, 5.914], [-0.552, 2.168, -1.767], [0.618, 9.305, -9.922], [0.180, 4.640, -2.823], [2.863, -3.262, 4.700], [2.943, -1.936, 2.462], [-5.841, -8.119, -9.081], [0.488, -1.491, 0.740], [3.384, 8.561, 2.713], [-3.596, -8.479, -6.394], [-4.230, -3.606, -3.918], [0.439, -4.387, 3.330], [-0.177, -3.668, 0.331], [1.454, -4.344, 0.895], [1.302, 2.370, -2.832], [-0.648, -0.418, -1.741], [3.884, 4.354, -4.864], [-2.737, -6.889, -2.135], [5.327, -0.540, -1.443], [-2.991, -4.045, 3.902], [4.596, -5.751, 6.490], [4.885, 1.554, 1.685], [2.642, 6.645, -7.229], [-0.543, -2.187, -2.383], [-8.686, -3.098, 2.884], [-0.028, 2.128, 2.331], [-0.464, 0.383, 2.244], [3.786, -7.055, 5.693], [0.833, 11.138, -6.921], [2.274, -2.501, -4.042], [4.399, -1.860, -0.351], [0.419, 10.868, -9.205], [1.330, 9.771, -5.985], [6.205, 6.863, 1.009], [0.652, -1.888, 2.480], [3.572, 7.006, 1.969], [1.228, 11.232, 7.747], [1.186, 9.870, 8.812], [-4.202, -5.005, 3.281]], "mulliken_charge": [-0.027, 1.517, -0.306, -0.584, -0.812, -0.673, -0.683, -0.527, -0.642, -0.318, -0.516, -0.640, -0.660, -0.669, -0.672, -0.610, -0.634, -0.664, -0.663, -0.339, -0.411, -0.256, -0.382, 1.628, -0.276, -0.390, -0.336, -0.392, -0.225, -0.398, -0.400, -0.287, -0.436, -0.318, -0.340, -0.422, -0.375, -0.270, -0.299, -0.208, -0.363, -0.286, 0.024, -0.407, -0.488, -0.296, -0.300, -0.381, 0.686, -1.440, 0.677, 0.726, 0.592, -0.069, 0.150, 0.700, -0.457, 0.630, -1.449, -0.428, 2.060, 0.228, -1.718, 0.512, 0.612, -0.108, -1.570, -0.049, 0.692, 0.611, -1.981, -0.672, -0.010, -1.687, 0.975, -0.069, -0.740, -0.490, 0.764, 0.649, 0.561, 0.567, -1.068, 0.698, 0.203, 0.467, -0.591, 0.160, 0.164, 0.175, 0.175, 0.170, 0.213, 0.388, 0.408, 0.213, 0.170, 0.215, 0.340, 0.163, 0.397, 0.289, 0.124, 0.108, 0.378, 0.444, -0.319, 0.016, 0.269, 0.136, 0.110, 0.120, 0.370, 0.163, 0.436, 0.135, 0.988, 0.157, 0.190, -0.825, 0.422, 0.127, 0.545, -0.590, 0.219, -0.080, 0.157, 0.164, 0.230, 0.450, 0.341, 0.199, 0.258, 0.354, 0.166, -0.421, 0.224, 0.357, 0.195, 0.263, 0.226, -0.222, 0.163, 0.164, 0.207, 0.218, -0.050, 0.379, 0.077, 0.108, 0.121, 0.192, 0.887, 0.232, 0.150, 0.303, 0.174, 0.650, 0.161, 0.103, 0.348, 0.235, 0.173, 0.274, 0.785, 0.161, 0.206, 0.250, 0.623, 0.129, 0.219, 0.165, 0.219]}


Entry 4:
{"formula": "C5H5Cl2GdLaNO4", "method": "ωB97M-V/def2-TZVPD", "charge": 4, "homo_lumo_gap_ev": [5.706, 5.725], "spin_multiplicity": 8, "molar_mass_g_mol": 510.16, "s2": 16.06, "e_tot_ev": -61641.0476, "symbols": ["Gd", "La", "Cl", "Cl", "O", "O", "O", "O", "N", "C", "C", "C", "C", "C", "H", "H", "H", "H", "H"], "positions_angstrom": [[1.068, 0.221, -0.548], [-1.692, -0.888, -4.689], [0.253, 2.354, -1.393], [-0.826, -1.336, -2.179], [0.010, -0.164, 1.243], [1.547, -1.811, -5.125], [0.878, 1.379, -4.713], [2.653, 2.693, 1.642], [-0.980, 0.933, 2.927], [0.394, -1.648, -5.214], [2.315, 1.846, 0.938], [-0.628, -1.472, 3.161], [-0.529, -0.206, 2.416], [-0.123, 0.781, -4.726], [-1.246, -2.194, 2.608], [-0.958, 1.781, 2.364], [-1.083, -1.303, 4.147], [-1.425, 0.939, 3.837], [0.372, -1.905, 3.306]], "lowdin_spin": [6.801, -0.001, 0.226, -0.011, -0.014, 0.000, 0.000, 0.002, -0.001, 0.000, -0.005, 0.002, 0.001, 0.000, 0.000, 0.000, 0.000, 0.000, 0.000]}